(1)
Below is the ion C6H6N with charge +1, with properties calculated with ωB97M-V with the def2-TZVPD basis set.

Values from the calculation:
Total charge: +1
2S+1: 1
E_HOMO (hartree): -0.5007
E_LUMO (eV): -6.64

Last column: Mulliken charge in e.
Positions of all 13 atoms, in Å:
C  -3.829169  -0.249679  -0.061730  0.158
C  -2.636899  -0.074303  0.113282  -0.218
C  1.602503  -0.952205  -0.031806  -0.446
C  2.252969  0.414043  -0.060559  -0.361
C  -0.251688  0.766480  0.307171  0.159
C  -1.432559  0.228734  0.614869  -0.103
N  0.929922  0.284443  0.361655  0.018
H  -4.842237  -0.500893  -0.392192  0.410
H  1.330933  -1.275988  -1.087837  0.254
H  1.938307  -1.838590  0.535535  0.279
H  3.069825  0.649660  0.661340  0.257
H  2.451606  0.726712  -1.102598  0.286
H  -0.583515  1.821585  0.142869  0.307

Forces on atoms 1 to 6 (eV/Å):
C -1.201 -0.766 -0.717
C 0.927 0.357 1.139
C 0.121 -0.507 -2.274
C 2.354 -0.214 -1.117
C -1.798 0.709 0.057
C -1.293 -0.409 -0.806

---

(2)
Below is a cluster of 2 separate species, Br2HOPS in total, with properties calculated with ωB97M-V with the def2-TZVPD basis set.

Values from the calculation:
2S+1: 1
E_HOMO (alpha / beta) (hartree): -0.3416 / -0.3414
E_LUMO (alpha / beta) (eV): -3.14 / -3.14

Last column: Mulliken charge in e.
Positions of all 6 atoms, in Å:
O  0.221789  0.281789  0.534117  -0.399
P  1.664789  0.879008  0.670831  0.603
S  2.229203  1.419337  2.475222  -0.205
Br  1.962859  2.217010  -0.922636  0.010
Br  2.713773  -2.013897  -0.537266  -0.417
H  -0.154475  -0.051571  -0.350785  0.409

Cartesian forces, eV/Å:
O -1.017 -0.485 -1.349
P 0.635 -1.436 2.140
S -0.607 -0.860 -2.382
Br 0.296 0.354 -0.734
Br -0.548 1.813 0.631
H 1.241 0.613 1.693

---

(3)
Below is a cluster of 2 separate species, C27H31N2O6 in total, with properties calculated with ωB97M-V with the def2-TZVPD basis set.

Values from the calculation:
Total charge: -1
2S+1: 1
E_HOMO (hartree): -0.0866
E_LUMO (eV): 1.45

Last column: Mulliken charge in e.
Positions of all 66 atoms, in Å:
C  -5.722456  -0.343199  3.480368  -0.988
N  -4.766137  -0.491851  2.399855  0.189
C  -5.088994  -1.561675  1.473747  -0.984
C  -3.445550  -0.028311  2.517248  -0.068
C  -2.486009  -0.759828  3.248273  -0.424
C  -1.159701  -0.378337  3.236257  -0.543
C  -0.744987  0.776009  2.526959  0.755
C  0.641203  1.184767  2.485172  -0.661
C  1.717122  0.352137  2.372519  0.420
C  3.056697  0.995022  2.261950  -0.125
O  3.218010  2.194650  2.247497  -0.627
O  4.130027  0.153313  2.097715  -0.375
C  3.930813  -1.224492  2.491978  1.546
C  5.140582  -1.992604  1.959304  -1.687
C  3.784122  -1.361730  3.999429  -1.389
O  2.782231  -1.759705  1.796364  -0.381
C  1.611835  -1.049096  1.870562  0.507
O  0.589115  -1.557100  1.461401  -0.609
C  -1.735526  1.561323  1.883036  -0.513
C  -3.056031  1.165620  1.868488  -0.371
H  -5.397596  0.456368  4.156967  0.307
H  -6.700480  -0.084340  3.049455  0.311
H  -5.833442  -1.282162  4.049404  0.310
H  -4.288080  -1.657042  0.730464  0.289
H  -5.214475  -2.522621  2.000875  0.321
H  -6.033463  -1.318980  0.966338  0.318
H  -2.801198  -1.653831  3.789527  0.404
H  -0.414596  -0.969920  3.769348  0.484
H  0.866771  2.247918  2.498329  0.510
H  5.204587  -1.851728  0.877138  0.397
H  6.049302  -1.609413  2.428362  0.391
H  5.026095  -3.055206  2.182792  0.384
H  2.921251  -0.804632  4.385553  0.334
H  3.670239  -2.426567  4.238649  0.361
H  4.701954  -0.984384  4.468037  0.355
H  -1.417615  2.465938  1.356068  0.397
H  -3.828706  1.738001  1.351327  0.409
C  4.165592  5.388816  7.137206  -1.159
C  2.792572  5.674216  6.600672  -0.248
O  2.045704  4.425882  6.503555  -0.219
C  1.020872  4.509959  5.645440  0.476
C  -0.028354  3.434985  5.789942  0.662
C  -1.186736  3.524997  4.882453  -1.135
N  0.059963  2.641904  6.813992  -0.309
C  -0.828753  1.805125  7.275816  -0.863
C  -0.615718  1.104161  8.515200  0.965
C  -1.653500  0.373293  9.152040  -0.587
C  -1.418706  -0.218469  10.390571  -0.377
C  -0.156221  -0.110759  11.002824  -0.466
C  0.876748  0.599291  10.364235  -0.393
C  0.649805  1.206233  9.127535  -0.613
O  0.879960  5.399833  4.815266  -0.757
H  4.608776  6.334075  7.451763  0.381
H  4.172791  4.701122  7.984700  0.294
H  4.792230  4.978972  6.341715  0.267
H  2.228697  6.346175  7.264441  0.294
H  2.867835  6.131423  5.606725  0.298
H  -0.874538  4.115313  4.016726  0.271
H  -1.522109  2.529361  4.566897  0.001
H  -2.030264  4.035842  5.376108  0.421
H  -1.796066  1.651418  6.765499  0.126
H  -2.626029  0.300381  8.653992  0.308
H  -2.219875  -0.768022  10.891111  0.329
H  0.020104  -0.576809  11.975606  0.315
H  1.859427  0.683892  10.827124  0.343
H  1.423690  1.773667  8.607111  0.421

Forces on atoms 1 to 6 (eV/Å):
C 0.399 0.016 -0.166
N -1.013 0.223 -0.291
C 0.324 0.303 0.233
C 1.067 0.195 0.174
C -0.396 0.242 -0.382
C 0.438 0.605 -0.199

---

(4)
Below is a structure of composition C44H53ClCrN6O6PS4Si, with properties calculated with ωB97M-V with the def2-TZVPD basis set.

Values from the calculation:
Total charge: -1
2S+1: 5
E_HOMO (alpha / beta) (hartree): -0.1679 / -0.1688
E_LUMO (alpha / beta) (eV): 1.94 / 0.89

Last column: Mulliken spin population.
Positions of all 117 atoms, in Å:
Cr  -0.060089  -0.611080  0.119659  3.182
S  1.803203  -2.053541  0.628090  0.063
C  3.171426  -1.293798  -0.103278  0.268
N  4.334092  -2.026733  -0.195727  0.149
C  5.473049  -1.445276  -0.855334  -0.005
C  5.505811  0.054937  -0.566442  0.017
N  4.264093  0.636058  -0.993505  0.112
C  4.291905  1.810012  -1.831688  -0.007
C  4.934859  1.492618  -3.157206  -0.008
C  4.263648  0.698907  -4.081237  0.011
C  4.857532  0.371840  -5.286528  0.000
C  6.134261  0.825265  -5.579193  0.002
C  6.818844  1.595597  -4.656125  -0.001
C  6.221057  1.926266  -3.452152  0.004
C  3.105120  0.010087  -0.597249  0.168
S  1.650912  0.950352  -0.588388  0.089
C  4.541264  -3.265079  0.516498  -0.020
C  5.322542  -3.074208  1.795786  0.006
C  6.477125  -3.801751  2.052732  0.002
C  7.176776  -3.620108  3.234234  0.000
C  6.733208  -2.701681  4.169551  0.001
C  5.590290  -1.960183  3.916273  0.001
C  4.887019  -2.151881  2.741269  0.009
H  5.401701  -1.598927  -1.941334  0.003
H  6.382791  -1.926391  -0.488222  -0.005
H  6.329678  0.530033  -1.099315  0.001
H  5.640312  0.194691  0.515981  -0.006
H  4.841700  2.610221  -1.321058  0.002
H  3.256509  2.128302  -1.964560  0.001
H  3.267251  0.352779  -3.847490  -0.002
H  4.325042  -0.235721  -6.003714  0.000
H  6.594088  0.580961  -6.525602  0.000
H  7.819991  1.939893  -4.872393  0.000
H  6.753403  2.543183  -2.740529  0.000
H  5.065557  -3.962914  -0.146201  0.002
H  3.553706  -3.671783  0.748769  0.003
H  6.824204  -4.530322  1.332041  -0.001
H  8.072445  -4.195734  3.422372  0.000
H  7.275030  -2.568770  5.094737  0.000
H  5.244650  -1.234667  4.638467  0.000
H  3.978835  -1.600217  2.555112  0.004
O  -2.558607  -2.990677  4.745916  0.000
C  -1.638224  -2.160798  5.187051  0.000
O  -1.348227  -2.086702  6.358690  0.000
C  -0.952921  -1.305451  4.176239  -0.023
C  -0.043155  -0.298466  4.472336  0.012
Cl  0.483724  0.238111  5.986467  0.001
N  0.423981  0.219196  3.310755  0.023
N  -0.146326  -0.399308  2.264618  -0.092
C  -0.981890  -1.315231  2.763161  0.053
C  -1.726376  -2.175181  1.792682  -0.047
O  -2.636526  -2.923681  2.183472  0.011
O  -1.356943  -2.059122  0.596960  -0.027
C  1.337577  1.300372  3.235884  -0.008
C  2.521418  1.177267  2.526075  -0.011
C  3.401968  2.244771  2.486801  0.005
C  3.117888  3.408829  3.180443  0.002
C  1.945431  3.517998  3.909958  0.002
C  1.044773  2.469834  3.926476  0.002
H  -2.670182  -2.991766  3.732051  -0.001
H  2.745347  0.253026  2.016899  0.023
H  4.313047  2.164616  1.911043  -0.001
H  3.817497  4.232312  3.163192  0.000
H  1.703957  4.427222  4.442147  0.000
H  0.103738  2.573167  4.444261  0.000
C  -3.185299  1.200811  1.056577  0.019
C  -2.787569  1.039693  -0.376568  0.012
C  -3.596687  1.475238  -1.417110  -0.001
C  -3.257230  1.155119  -2.729702  0.009
C  -2.166569  0.357685  -2.978120  -0.021
C  -1.393298  -0.070177  -1.885699  0.046
N  -1.674924  0.357092  -0.633454  -0.101
N  -0.362208  -0.918972  -1.864935  0.000
Si  -0.263235  -2.240066  -2.972243  0.005
C  -1.991801  -3.044125  -3.184817  0.003
C  0.418972  -1.696266  -4.686509  0.001
C  0.958601  -3.529954  -2.301055  0.013
H  -3.564500  0.243056  1.423656  0.001
H  -3.960303  1.956440  1.167800  0.000
H  -2.316315  1.477555  1.651548  -0.002
H  -4.490383  2.041832  -1.208569  0.000
H  -3.879511  1.495590  -3.546776  0.001
H  -1.895497  0.045730  -3.972405  0.000
H  -2.681785  -2.392424  -3.713561  0.000
H  -2.420875  -3.248206  -2.207634  -0.001
H  -1.946673  -3.982337  -3.729838  0.000
H  -0.263758  -1.048455  -5.228139  0.001
H  0.603224  -2.567133  -5.308998  0.000
H  1.359734  -1.164397  -4.576629  -0.001
H  0.695678  -3.821886  -1.291105  -0.001
H  1.970908  -3.141471  -2.280106  -0.005
H  0.957462  -4.421659  -2.918649  0.001
C  0.695210  4.967888  -1.276752  -0.001
C  1.095196  6.082967  -0.324326  0.000
C  0.505176  7.424429  -0.747860  0.000
O  0.741238  5.815981  1.025154  0.000
P  -0.543209  5.033506  1.583543  -0.001
S  -0.701257  5.627848  3.461116  0.001
S  -0.475443  3.079936  1.185781  0.042
O  -1.709686  5.718997  0.663989  0.000
C  -2.969178  5.098270  0.485424  0.001
C  -3.697410  5.917646  -0.577902  0.000
C  -3.762546  5.043264  1.784653  0.000
H  1.050913  5.189271  -2.281886  0.000
H  -0.387799  4.870212  -1.296484  0.000
H  1.114062  4.020113  -0.945252  0.005
H  2.191835  6.162573  -0.295662  0.000
H  -0.578363  7.351786  -0.771098  0.000
H  0.877534  7.703044  -1.731503  0.000
H  0.786256  8.188132  -0.027387  0.000
H  -2.809903  4.071345  0.116692  0.000
H  -3.805004  6.948239  -0.238754  0.000
H  -4.682577  5.497721  -0.767160  0.000
H  -3.132414  5.904173  -1.508102  0.000
H  -3.891314  6.042289  2.194001  0.000
H  -3.239468  4.446221  2.529037  0.000
H  -4.739395  4.607823  1.589649  0.000

Forces on atoms 1 to 6 (eV/Å):
Cr 0.541 -0.539 -0.419
S -0.050 0.141 0.006
C 0.058 -1.249 0.372
N -0.511 0.521 0.027
C 0.321 0.444 -0.245
C 0.259 -0.499 0.095

---

| no. | energy (hartree) |
| --- | --- |
| 1 | -286.47327 |
| 2 | -5963.40685 |
| 3 | -1608.42811 |
| 4 | -6217.12202 |